[1]
The following is a DFT calculation (wB97M-V/def2-TZVPD) of a cluster of 2 separate species, C5H14 in total in a non-equilibrium geometry.

Summary:
SMILES string   CCC.CC
Energy relative to the best compared isomer or geometry (same formula, charge and spin)   0.5209 eV
Kohn-Sham gap   12.25 eV
Lowest unoccupied orbital energy   0.0408 Eh
Strongest force on any atom   2.66 eV/A

Last columns: bonded neighbours and bond lengths (Å).
Atoms and positions in Å:
1 C -0.37 -0.17 2.51  C2 1.525, H4 1.097, H5 1.087, H6 1.091
2 C 0.59 -1.31 2.19  C1 1.525, C3 1.553, H7 1.103, H8 1.086
3 C 1.42 -0.93 0.93  C2 1.553, H9 1.084, H10 1.088, H11 1.100
4 H -0.94 -0.39 3.42  C1 1.097
5 H 0.23 0.73 2.64  C1 1.087
6 H -1.15 -0.02 1.77  C1 1.091
7 H 0.00 -2.16 1.81  C2 1.103
8 H 1.17 -1.67 3.03  C2 1.086
9 H 0.84 -0.51 0.12  C3 1.084
10 H 1.94 -1.86 0.72  C3 1.088
11 H 2.08 -0.11 1.24  C3 1.100
12 C -1.44 1.32 -2.31  C13 1.537, H14 1.083, H15 1.092, H16 1.088
13 C -0.05 0.83 -2.77  C12 1.537, H17 1.096, H18 1.089, H19 1.093
14 H -2.29 0.97 -2.89  C12 1.083
15 H -1.54 0.87 -1.32  C12 1.092
16 H -1.50 2.40 -2.26  C12 1.088
17 H -0.06 -0.16 -3.24  C13 1.096
18 H 0.72 0.68 -2.02  C13 1.089
19 H 0.33 1.48 -3.56  C13 1.093

=====

[2]
The following is a DFT calculation (wB97M-V/def2-TZVPD) of a cluster of 2 separate species, C5H14 in total in a non-equilibrium geometry.

Summary:
SMILES string   CCC.CC
Energy relative to the best compared isomer or geometry (same formula, charge and spin)   1.6620 eV
Kohn-Sham gap   11.98 eV
Lowest unoccupied orbital energy   0.0403 Eh
Strongest force on any atom   3.17 eV/A

Last columns: bonded neighbours and bond lengths (Å).
Atoms and positions in Å:
1 C -2.68 0.62 0.29  C2 1.593, H4 1.083, H5 1.096, H6 1.107
2 C -1.14 0.20 0.21  C1 1.593, C3 1.621, H7 1.158, H8 1.123
3 C -0.73 -0.80 1.42  C2 1.621, H9 1.103, H10 1.074, H11 1.099
4 H -2.95 0.77 1.33  C1 1.083
5 H -3.16 -0.36 0.20  C1 1.096
6 H -3.04 1.38 -0.43  C1 1.107
7 H -0.95 -0.39 -0.77  C2 1.158
8 H -0.59 1.17 0.30  C2 1.123
9 H -0.40 -0.21 2.29  C3 1.103
10 H -1.57 -1.36 1.80  C3 1.074
11 H 0.22 -1.25 1.09  C3 1.099
12 C 2.49 -0.15 -1.67  C13 1.547, H14 1.081, H15 1.198, H16 1.146
13 C 1.96 0.15 -0.24  C12 1.547, H17 1.047, H18 1.142, H19 1.142
14 H 3.47 0.28 -1.70  C12 1.081
15 H 2.49 -1.28 -2.08  C12 1.198
16 H 1.75 0.33 -2.41  C12 1.146
17 H 1.43 -0.70 0.05  C13 1.047
18 H 1.19 0.99 -0.28  C13 1.142
19 H 2.75 0.51 0.51  C13 1.142

=====

[3]
The following is a DFT calculation (wB97M-V/def2-TZVPD) of a cluster of 2 separate species, C5H14 in total in a non-equilibrium geometry.

Summary:
SMILES string   CCC.CC
Energy relative to the best compared isomer or geometry (same formula, charge and spin)   0.4866 eV
Kohn-Sham gap   12.26 eV
Lowest unoccupied orbital energy   0.0392 Eh
Strongest force on any atom   1.30 eV/A

Last columns: bonded neighbours and bond lengths (Å).
Atoms and positions in Å:
1 C 1.22 -1.01 1.90  C2 1.525, H4 1.088, H5 1.087, H6 1.095
2 C -0.13 -0.47 1.44  C1 1.525, C3 1.551, H7 1.074, H8 1.088
3 C -1.33 -0.62 2.41  C2 1.551, H9 1.085, H10 1.088, H11 1.089
4 H 1.64 -1.75 1.23  C1 1.088
5 H 1.97 -0.24 2.06  C1 1.087
6 H 1.12 -1.48 2.88  C1 1.095
7 H -0.42 -1.05 0.58  C2 1.074
8 H -0.12 0.56 1.07  C2 1.088
9 H -1.04 -0.48 3.44  C3 1.085
10 H -1.78 -1.60 2.29  C3 1.088
11 H -2.05 0.08 2.00  C3 1.089
12 C 0.17 0.79 -1.96  C13 1.539, H14 1.087, H15 1.093, H16 1.092
13 C 0.02 1.25 -3.42  C12 1.539, H17 1.084, H18 1.086, H19 1.087
14 H -0.70 1.01 -1.34  C12 1.087
15 H 0.37 -0.27 -1.81  C12 1.093
16 H 1.05 1.24 -1.49  C12 1.092
17 H 0.99 1.59 -3.75  C13 1.084
18 H -0.71 2.05 -3.49  C13 1.086
19 H -0.27 0.41 -4.05  C13 1.087

=====

[4]
The following is a DFT calculation (wB97M-V/def2-TZVPD) of a cluster of 2 separate species, C5H14 in total in a non-equilibrium geometry.

Summary:
SMILES string   CCC.CC
Energy relative to the best compared isomer or geometry (same formula, charge and spin)   0.5754 eV
Kohn-Sham gap   12.10 eV
Lowest unoccupied orbital energy   0.0413 Eh
Strongest force on any atom   2.73 eV/A

Last columns: bonded neighbours and bond lengths (Å).
Atoms and positions in Å:
1 C -1.89 0.92 1.76  C2 1.496, H4 1.091, H5 1.104, H6 1.099
2 C -1.12 -0.36 1.63  C1 1.496, C3 1.497, H7 1.106, H8 1.083
3 C -1.35 -1.16 0.39  C2 1.497, H9 1.104, H10 1.098, H11 1.098
4 H -2.04 1.40 0.78  C1 1.091
5 H -1.34 1.70 2.32  C1 1.104
6 H -2.90 0.88 2.19  C1 1.099
7 H -0.04 -0.18 1.79  C2 1.106
8 H -1.30 -1.03 2.46  C2 1.083
9 H -2.24 -0.97 -0.23  C3 1.104
10 H -0.51 -1.14 -0.33  C3 1.098
11 H -1.46 -2.24 0.49  C3 1.098
12 C 2.39 0.29 -1.01  C13 1.547, H14 1.086, H15 1.112, H16 1.090
13 C 1.67 0.25 -2.38  C12 1.547, H17 1.076, H18 1.091, H19 1.090
14 H 2.07 1.12 -0.39  C12 1.086
15 H 2.11 -0.65 -0.49  C12 1.112
16 H 3.48 0.29 -1.01  C12 1.090
17 H 2.08 -0.48 -3.06  C13 1.076
18 H 1.75 1.25 -2.80  C13 1.091
19 H 0.63 0.12 -2.10  C13 1.090

=====

[5]
The following is a DFT calculation (wB97M-V/def2-TZVPD) of a cluster of 2 separate species, C5H14 in total in a non-equilibrium geometry.

Summary:
SMILES string   CCC.CC
Energy relative to the best compared isomer or geometry (same formula, charge and spin)   1.5176 eV
Kohn-Sham gap   11.91 eV
Lowest unoccupied orbital energy   0.0400 Eh
Strongest force on any atom   6.10 eV/A

Last columns: bonded neighbours and bond lengths (Å).
Atoms and positions in Å:
1 C -1.06 0.01 1.26  C2 1.617, H4 1.089, H5 1.071, H6 1.154
2 C -0.34 -0.35 2.67  C1 1.617, C3 1.509, H7 1.178, H8 1.163
3 C 1.16 -0.18 2.54  C2 1.509, H9 1.042, H10 1.142, H11 1.093
4 H -0.32 -0.21 0.49  C1 1.089
5 H -1.97 -0.53 1.11  C1 1.071
6 H -1.41 1.10 1.32  C1 1.154
7 H -0.60 -1.44 3.03  C2 1.178
8 H -0.69 0.39 3.50  C2 1.163
9 H 1.63 -0.82 3.21  C3 1.042
10 H 1.46 0.92 2.59  C3 1.142
11 H 1.56 -0.51 1.58  C3 1.093
12 C 0.70 0.32 -3.23  C13 1.409, H14 1.229, H15 1.147, H16 1.143
13 C -0.56 0.21 -2.62  C12 1.409, H17 1.158, H18 1.095, H19 1.117
14 H 1.59 0.04 -2.43  C12 1.229
15 H 0.77 -0.48 -4.05  C12 1.147
16 H 1.01 1.31 -3.71  C12 1.143
17 H -0.69 -0.74 -1.98  C13 1.158
18 H -0.87 1.05 -1.98  C13 1.095
19 H -1.40 -0.08 -3.29  C13 1.117

=====

[6]
The following is a DFT calculation (wB97M-V/def2-TZVPD) of a cluster of 2 separate species, C5H14 in total.

Summary:
SMILES string   CCC.CC
Energy relative to the best compared isomer or geometry (same formula, charge and spin)   0.0797 eV
Kohn-Sham gap   12.45 eV
Lowest unoccupied orbital energy   0.0416 Eh
Strongest force on any atom   0.76 eV/A

Last columns: bonded neighbours and bond lengths (Å).
Atoms and positions in Å:
1 C 0.57 -1.46 -1.88  C2 1.517, H4 1.091, H5 1.096, H6 1.090
2 C 1.62 -1.04 -0.87  C1 1.517, C3 1.513, H7 1.099, H8 1.091
3 C 1.29 -1.53 0.52  C2 1.513, H9 1.091, H10 1.096, H11 1.091
4 H -0.30 -0.81 -1.83  C1 1.091
5 H 0.91 -1.37 -2.92  C1 1.096
6 H 0.22 -2.49 -1.74  C1 1.090
7 H 2.62 -1.34 -1.20  C2 1.099
8 H 1.69 0.04 -0.82  C2 1.091
9 H 1.89 -1.04 1.29  C3 1.091
10 H 0.26 -1.26 0.77  C3 1.096
11 H 1.37 -2.61 0.67  C3 1.091
12 C -0.93 1.67 0.56  C13 1.517, H14 1.091, H15 1.091, H16 1.093
13 C -2.09 2.09 1.43  C12 1.517, H17 1.092, H18 1.088, H19 1.092
14 H -0.11 1.25 1.14  C12 1.091
15 H -1.25 0.88 -0.13  C12 1.091
16 H -0.51 2.47 -0.06  C12 1.093
17 H -2.37 1.29 2.12  C13 1.092
18 H -2.99 2.33 0.86  C13 1.088
19 H -1.87 2.94 2.08  C13 1.092

=====

[7]
The following is a DFT calculation (wB97M-V/def2-TZVPD) of a cluster of 2 separate species, C5H14 in total in a non-equilibrium geometry.

Summary:
SMILES string   CCC.CC
Energy relative to the best compared isomer or geometry (same formula, charge and spin)   1.2713 eV
Kohn-Sham gap   11.99 eV
Lowest unoccupied orbital energy   0.0390 Eh
Strongest force on any atom   3.60 eV/A

Last columns: bonded neighbours and bond lengths (Å).
Atoms and positions in Å:
1 C -0.63 -0.64 2.07  C2 1.479, H4 1.063, H5 1.134, H6 1.112
2 C -0.97 0.34 1.02  C1 1.479, C3 1.469, H7 1.069, H8 1.086
3 C -1.47 1.62 1.56  C2 1.469, H9 1.162, H10 1.134, H11 1.149
4 H -1.06 -0.48 3.03  C1 1.063
5 H 0.43 -0.33 2.34  C1 1.134
6 H -0.74 -1.71 1.81  C1 1.112
7 H -0.10 0.48 0.43  C2 1.069
8 H -1.74 -0.10 0.39  C2 1.086
9 H -0.55 2.15 2.02  C3 1.162
10 H -2.05 2.24 0.81  C3 1.134
11 H -2.12 1.53 2.50  C3 1.149
12 C 1.15 -1.35 -2.41  C13 1.491, H14 1.104, H15 1.093, H16 1.172
13 C 1.56 0.04 -2.07  C12 1.491, H17 1.173, H18 1.029, H19 1.105
14 H 0.06 -1.55 -2.42  C12 1.104
15 H 1.48 -1.50 -3.44  C12 1.093
16 H 1.70 -2.06 -1.66  C12 1.172
17 H 0.98 0.77 -2.78  C13 1.173
18 H 2.54 0.32 -2.23  C13 1.029
19 H 1.52 0.24 -0.98  C13 1.105

=====

[8]
The following is a DFT calculation (wB97M-V/def2-TZVPD) of a cluster of 2 separate species, C5H14 in total in a non-equilibrium geometry.

Summary:
SMILES string   CCC.CC
Energy relative to the best compared isomer or geometry (same formula, charge and spin)   0.9021 eV
Kohn-Sham gap   12.35 eV
Lowest unoccupied orbital energy   0.0409 Eh
Strongest force on any atom   3.17 eV/A

Last columns: bonded neighbours and bond lengths (Å).
Atoms and positions in Å:
1 C 0.29 1.77 2.01  C2 1.520, H4 1.100, H5 1.033, H6 1.134
2 C 0.02 1.31 0.59  C1 1.520, C3 1.568, H7 1.118, H8 1.142
3 C 0.37 2.34 -0.54  C2 1.568, H9 1.148, H10 1.087, H11 1.068
4 H 1.36 1.99 2.13  C1 1.100
5 H 0.07 1.04 2.70  C1 1.033
6 H -0.37 2.67 2.23  C1 1.134
7 H 0.64 0.40 0.41  C2 1.118
8 H -1.09 1.10 0.43  C2 1.142
9 H -0.49 3.11 -0.56  C3 1.148
10 H 1.25 2.87 -0.20  C3 1.087
11 H 0.39 1.86 -1.50  C3 1.068
12 C -1.01 -2.73 -1.15  C13 1.533, H14 1.095, H15 1.112, H16 1.033
13 C 0.43 -2.40 -0.74  C12 1.533, H17 1.116, H18 1.160, H19 1.156
14 H -1.54 -3.58 -0.70  C12 1.095
15 H -1.62 -1.87 -0.78  C12 1.112
16 H -1.02 -2.89 -2.17  C12 1.033
17 H 0.43 -1.76 0.17  C13 1.116
18 H 1.09 -3.35 -0.62  C13 1.160
19 H 0.79 -1.87 -1.70  C13 1.156

=====

[9]
The following is a DFT calculation (wB97M-V/def2-TZVPD) of a cluster of 2 separate species, C5H14 in total in a non-equilibrium geometry.

Summary:
SMILES string   CCC.CC
Energy relative to the best compared isomer or geometry (same formula, charge and spin)   1.3162 eV
Kohn-Sham gap   12.00 eV
Lowest unoccupied orbital energy   0.0415 Eh
Strongest force on any atom   4.60 eV/A

Last columns: bonded neighbours and bond lengths (Å).
Atoms and positions in Å:
1 C 1.39 1.56 0.44  C2 1.533, H4 1.072, H5 1.100, H6 1.083
2 C 0.33 2.00 1.44  C1 1.533, C3 1.499, H7 1.072, H8 1.097
3 C -1.12 1.77 1.12  C2 1.499, H9 1.169, H10 1.091, H11 1.202
4 H 0.93 1.47 -0.53  C1 1.072
5 H 1.92 0.68 0.83  C1 1.100
6 H 2.06 2.40 0.28  C1 1.083
7 H 0.50 1.48 2.36  C2 1.072
8 H 0.31 3.09 1.58  C2 1.097
9 H -1.14 1.00 0.25  C3 1.169
10 H -1.76 1.41 1.93  C3 1.091
11 H -1.79 2.67 0.69  C3 1.202
12 C 0.49 -2.55 -1.66  C13 1.576, H14 1.051, H15 1.117, H16 1.083
13 C -0.88 -2.34 -0.91  C12 1.576, H17 1.052, H18 1.050, H19 1.080
14 H 0.44 -2.17 -2.64  C12 1.051
15 H 1.39 -2.20 -1.11  C12 1.117
16 H 0.58 -3.63 -1.61  C12 1.083
17 H -0.92 -1.31 -0.71  C13 1.052
18 H -1.56 -2.41 -1.70  C13 1.050
19 H -1.15 -2.95 -0.06  C13 1.080

=====

[10]
The following is a DFT calculation (wB97M-V/def2-TZVPD) of a cluster of 2 separate species, C5H14 in total in a non-equilibrium geometry.

Summary:
SMILES string   CCC.CC
Energy relative to the best compared isomer or geometry (same formula, charge and spin)   0.2923 eV
Kohn-Sham gap   12.59 eV
Lowest unoccupied orbital energy   0.0423 Eh
Strongest force on any atom   1.45 eV/A

Last columns: bonded neighbours and bond lengths (Å).
Atoms and positions in Å:
1 C -1.10 -1.28 0.91  C2 1.528, H4 1.088, H5 1.085, H6 1.083
2 C 0.04 -2.00 1.65  C1 1.528, C3 1.526, H7 1.086, H8 1.084
3 C 1.31 -1.15 1.64  C2 1.526, H9 1.099, H10 1.078, H11 1.098
4 H -2.05 -1.77 1.10  C1 1.088
5 H -1.16 -0.23 1.18  C1 1.085
6 H -1.02 -1.42 -0.16  C1 1.083
7 H -0.22 -2.19 2.68  C2 1.086
8 H 0.24 -2.94 1.15  C2 1.084
9 H 1.57 -0.82 0.62  C3 1.099
10 H 1.28 -0.26 2.24  C3 1.078
11 H 2.19 -1.74 1.91  C3 1.098
12 C -0.12 2.63 -1.47  C13 1.520, H14 1.089, H15 1.079, H16 1.095
13 C -0.14 1.34 -2.26  C12 1.520, H17 1.083, H18 1.082, H19 1.093
14 H -1.02 3.24 -1.53  C12 1.089
15 H 0.11 2.45 -0.43  C12 1.079
16 H 0.67 3.29 -1.86  C12 1.095
17 H -0.38 0.48 -1.65  C13 1.083
18 H 0.78 1.12 -2.78  C13 1.082
19 H -0.98 1.25 -2.96  C13 1.093

=====

[11]
The following is a DFT calculation (wB97M-V/def2-TZVPD) of a cluster of 2 separate species, C5H14 in total.

Summary:
SMILES string   CCC.CC
Energy relative to the best compared isomer or geometry (same formula, charge and spin)   0.1260 eV
Kohn-Sham gap   12.62 eV
Lowest unoccupied orbital energy   0.0412 Eh
Strongest force on any atom   0.91 eV/A

Last columns: bonded neighbours and bond lengths (Å).
Atoms and positions in Å:
1 C -0.91 -1.15 -2.02  C2 1.535, H4 1.097, H5 1.087, H6 1.097
2 C -0.90 0.39 -2.03  C1 1.535, C3 1.520, H7 1.086, H8 1.092
3 C -1.75 0.95 -0.90  C2 1.520, H9 1.102, H10 1.095, H11 1.094
4 H -1.72 -1.58 -2.61  C1 1.097
5 H -0.01 -1.59 -2.44  C1 1.087
6 H -1.00 -1.58 -1.02  C1 1.097
7 H 0.14 0.71 -1.96  C2 1.086
8 H -1.33 0.73 -2.97  C2 1.092
9 H -1.42 0.59 0.09  C3 1.102
10 H -1.70 2.05 -0.82  C3 1.095
11 H -2.80 0.67 -1.01  C3 1.094
12 C 1.52 0.45 1.66  C13 1.521, H14 1.099, H15 1.092, H16 1.095
13 C 1.82 -0.52 2.79  C12 1.521, H17 1.096, H18 1.085, H19 1.085
14 H 1.25 -0.07 0.72  C12 1.099
15 H 0.67 1.12 1.83  C12 1.092
16 H 2.41 1.03 1.41  C12 1.095
17 H 2.05 0.06 3.69  C13 1.096
18 H 2.69 -1.12 2.55  C13 1.085
19 H 0.97 -1.15 3.03  C13 1.085

=====

[12]
The following is a DFT calculation (wB97M-V/def2-TZVPD) of a cluster of 2 separate species, C5H14 in total.

Summary:
SMILES string   CCC.CC
Energy relative to the best compared isomer or geometry (same formula, charge and spin)   0.1647 eV
Kohn-Sham gap   12.62 eV
Lowest unoccupied orbital energy   0.0427 Eh
Strongest force on any atom   0.81 eV/A

Last columns: bonded neighbours and bond lengths (Å).
Atoms and positions in Å:
1 C 1.09 -1.30 1.22  C2 1.539, H4 1.089, H5 1.092, H6 1.089
2 C 1.36 0.16 0.84  C1 1.539, C3 1.534, H7 1.086, H8 1.086
3 C 0.98 1.16 1.95  C2 1.534, H9 1.083, H10 1.092, H11 1.084
4 H 0.41 -1.35 2.07  C1 1.089
5 H 1.98 -1.85 1.52  C1 1.092
6 H 0.57 -1.80 0.40  C1 1.089
7 H 2.42 0.29 0.63  C2 1.086
8 H 0.81 0.41 -0.06  C2 1.086
9 H 0.90 2.18 1.59  C3 1.083
10 H 0.03 0.87 2.39  C3 1.092
11 H 1.70 1.11 2.76  C3 1.084
12 C -1.86 0.01 -1.22  C13 1.534, H14 1.088, H15 1.090, H16 1.083
13 C -1.19 -0.01 -2.60  C12 1.534, H17 1.093, H18 1.097, H19 1.092
14 H -1.46 0.86 -0.66  C12 1.088
15 H -2.92 0.20 -1.35  C12 1.090
16 H -1.71 -0.91 -0.67  C12 1.083
17 H -1.56 -0.86 -3.18  C13 1.093
18 H -1.45 0.90 -3.14  C13 1.097
19 H -0.11 -0.08 -2.48  C13 1.092

=====

Among the records above, which one has the lowest Kohn-Sham gap?
number 5